Formula: C40H64CdN6O3S2SbSi3
Source: OMol25
Level of theory: ωB97M-V with the def2-TZVPD basis set

**Highest occupied orbital energy**: -10.3 eV
**Energy relative to the best compared isomer or geometry (same formula, charge and spin)**: 12.3 kJ/mol
**Net charge**: +1

Structure (XYZ):
```
120
Properties=species:S:1:pos:R:3:forces:R:3
Cd 0.525490 0.041654 0.153953 0.046 -0.481 0.142
N -0.261301 -0.505594 3.057098 -0.009 0.027 -0.117
C -1.604038 -0.540233 3.638007 0.031 -0.030 -0.017
C -2.525655 0.469497 2.974310 -0.007 0.038 0.013
C -2.764875 0.275675 1.482026 0.019 -0.015 0.016
N -1.683789 0.805728 0.637093 0.072 -0.028 -0.113
H 0.351836 -1.164606 3.523921 0.004 -0.044 -0.015
H 0.144779 0.411564 3.206547 -0.002 -0.111 -0.058
H -1.602157 -0.355668 4.719648 -0.014 -0.006 0.024
H -2.012474 -1.546117 3.498215 0.013 0.010 -0.001
H -2.153471 1.487067 3.153669 0.007 -0.019 -0.014
H -3.493382 0.411203 3.477849 0.010 0.036 0.015
H -3.708744 0.764864 1.224540 -0.026 -0.019 -0.041
H -2.883776 -0.782671 1.243031 0.016 -0.007 0.017
H -1.562728 1.804349 0.775079 0.031 0.027 0.001
H -1.947365 0.678534 -0.337445 -0.103 0.015 0.018
C -0.587180 -4.310056 1.476228 0.001 0.008 0.004
C -0.452844 -2.942129 1.214502 0.010 0.031 0.005
N 0.642485 -2.397952 0.723595 -0.074 0.009 0.005
C 1.686645 -3.205021 0.439966 0.017 0.050 -0.020
C 1.649105 -4.589102 0.668290 0.009 -0.062 -0.004
C 0.472621 -5.134229 1.207815 0.004 -0.005 0.006
C 2.780809 -5.408434 0.332647 -0.023 0.011 0.012
C 3.876275 -4.869690 -0.235859 0.002 0.030 -0.009
C 3.939015 -3.462052 -0.513804 0.029 -0.027 -0.002
C 5.031589 -2.879707 -1.180791 0.005 -0.006 -0.002
C 5.014754 -1.538967 -1.449999 -0.025 -0.002 -0.036
C 3.912272 -0.784306 -1.023812 -0.036 0.008 -0.045
N 2.878561 -1.297946 -0.393757 0.008 -0.013 -0.046
C 2.873855 -2.623869 -0.155746 -0.051 0.017 -0.002
H -1.515370 -4.692240 1.877705 0.005 -0.001 -0.001
H -1.269120 -2.261878 1.413067 0.020 -0.023 -0.025
H 0.415603 -6.199708 1.395827 0.000 0.008 -0.005
H 2.725008 -6.470572 0.536600 -0.002 0.008 -0.003
H 4.724672 -5.487508 -0.503743 -0.007 0.005 0.000
H 5.864036 -3.503142 -1.484937 -0.002 0.004 0.001
H 5.826174 -1.055568 -1.977067 -0.007 -0.004 0.010
H 3.866871 0.276965 -1.224524 -0.014 0.073 -0.012
C 4.232550 -4.235461 -5.735778 -0.001 0.003 0.006
C 3.397325 -3.182020 -5.062203 -0.004 -0.005 0.001
C 2.652638 -3.474077 -3.925612 0.000 -0.026 0.004
C 1.868478 -2.504632 -3.316329 -0.006 0.011 -0.025
C 1.826018 -1.226846 -3.847795 0.083 -0.044 0.051
C 2.548945 -0.916015 -4.994823 0.008 0.004 0.048
C 3.331440 -1.890204 -5.586892 0.010 0.009 -0.016
S 0.880437 0.051026 -3.071308 -0.097 0.045 0.071
O 0.111983 0.680309 -4.119112 -0.004 -0.019 -0.020
O 1.800101 0.916487 -2.350328 0.083 -0.001 -0.007
N 0.002379 -0.638835 -1.934372 -0.306 0.125 -0.127
C -1.157710 -1.355239 -2.238742 0.156 0.023 0.021
C -1.480387 -1.842757 -3.516509 -0.016 0.001 0.002
C -2.632025 -2.582490 -3.671940 0.005 -0.004 -0.006
C -3.449435 -2.832693 -2.574330 -0.012 -0.005 -0.007
C -3.057554 -2.305881 -1.362882 0.034 0.024 0.016
N -1.947228 -1.584032 -1.185495 -0.038 -0.025 0.009
H 4.382246 -5.097492 -5.086712 -0.003 0.003 -0.003
H 5.209839 -3.842627 -6.017488 -0.003 0.000 0.000
H 3.747227 -4.586010 -6.648706 0.002 0.002 0.005
H 2.680370 -4.475259 -3.509628 -0.001 0.009 -0.004
H 1.279450 -2.741260 -2.440195 0.013 0.002 0.017
H 2.491729 0.079560 -5.415990 0.002 -0.005 0.004
H 3.898978 -1.648968 -6.478100 -0.003 -0.002 0.004
H -0.848643 -1.633410 -4.365992 0.004 0.007 0.002
H -2.894196 -2.965362 -4.650174 0.003 0.003 0.004
H -4.359642 -3.408867 -2.659853 0.009 0.005 0.001
H -3.665090 -2.464269 -0.476015 0.008 0.007 -0.004
O -0.031049 2.863121 -0.449635 -0.077 0.034 -0.131
S -0.667128 2.990505 -1.824385 0.038 -0.072 0.087
C 0.602638 3.726698 -2.906205 0.005 0.043 0.002
C 0.251741 5.198228 -3.142809 -0.031 -0.023 -0.011
C -0.602750 5.650657 -1.961053 0.025 -0.032 0.046
C -1.616484 4.529859 -1.782504 -0.010 0.047 -0.009
H 0.666509 3.119377 -3.806638 -0.002 0.015 0.015
H 1.517811 3.587902 -2.330858 -0.030 0.006 -0.020
H -0.327227 5.292607 -4.063832 0.011 0.023 -0.008
H 1.152829 5.799577 -3.262624 0.010 -0.005 0.021
H -1.083263 6.613252 -2.132954 -0.020 -0.005 -0.025
H 0.006511 5.736215 -1.058326 -0.036 0.037 -0.035
H -2.319535 4.486885 -2.618799 0.002 0.001 0.013
H -2.173839 4.536921 -0.846248 0.012 0.008 -0.008
C 4.198438 3.003805 -1.266933 0.030 -0.027 -0.046
Si 3.641091 3.521939 0.436413 -0.074 -0.030 -0.019
C 5.145871 3.911718 1.473030 0.076 0.023 0.009
C 2.483699 4.982939 0.309088 -0.049 0.014 0.020
Sb 2.323140 1.632232 1.595559 0.237 0.289 0.168
Si 4.127616 0.318147 2.852788 -0.009 -0.061 -0.038
C 4.815285 1.268607 4.308410 0.046 0.018 0.034
C 5.558794 -0.109618 1.718649 0.016 -0.030 -0.027
C 3.291202 -1.245762 3.454361 -0.007 -0.056 0.027
Si 1.393492 3.071853 3.529217 -0.069 0.050 -0.082
C 0.830627 2.027103 4.981960 -0.040 -0.055 0.070
C 2.682488 4.235278 4.222689 0.034 0.000 0.057
C -0.047829 4.051226 2.836224 -0.012 0.043 -0.022
H 4.512259 3.892646 -1.823358 0.029 0.001 0.043
H 3.411847 2.511344 -1.839007 0.016 -0.065 0.016
H 5.063030 2.337682 -1.204897 -0.034 -0.025 -0.042
H 5.651180 4.788314 1.055651 0.006 -0.025 0.004
H 5.857112 3.082229 1.456271 -0.009 0.019 0.016
H 4.901093 4.132172 2.511891 0.011 -0.009 -0.022
H 2.842473 5.676562 -0.457039 0.012 -0.008 0.011
H 2.415447 5.533047 1.247991 0.000 0.017 0.047
H 1.482683 4.641819 0.037399 0.057 -0.016 0.007
H 5.356692 2.159418 3.983416 -0.013 -0.011 0.008
H 5.529966 0.617836 4.822276 -0.005 0.026 0.008
H 4.061726 1.571586 5.035933 -0.016 -0.045 -0.019
H 5.718632 0.632746 0.934358 0.010 0.006 0.021
H 5.408087 -1.076604 1.234165 0.007 0.046 0.051
H 6.474974 -0.167250 2.312809 -0.007 -0.024 -0.014
H 2.591773 -1.027963 4.266377 0.005 -0.011 -0.015
H 4.034930 -1.950449 3.837227 -0.016 0.009 0.014
H 2.744584 -1.738047 2.645106 0.008 0.028 0.024
H 1.643257 1.415542 5.379799 0.000 -0.018 0.000
H -0.017374 1.369400 4.786329 0.031 0.147 0.093
H 0.525419 2.720471 5.772132 0.019 -0.015 0.001
H 3.517320 3.700233 4.678460 -0.039 0.051 -0.031
H 2.199309 4.824724 5.008546 0.016 0.006 -0.010
H 3.082498 4.931891 3.488393 -0.028 0.032 -0.046
H -0.490776 3.572171 1.962151 -0.017 -0.029 -0.002
H 0.291378 5.039100 2.515193 -0.022 -0.019 0.006
H -0.819743 4.191434 3.597535 0.018 0.015 -0.006
```
Positions in Å, forces in eV/Å.

Formula: C40H64GeN6O2ScSe
Source: OMol25
Level of theory: ωB97M-V with the def2-TZVPD basis set

**Highest occupied orbital energy**: -10.6 eV
**Net charge**: +1

Structure (XYZ):
```
115
Properties=species:S:1:pos:R:3:forces:R:3
Sc -0.016335 -0.295717 -0.728830 0.650 0.296 0.400
C 4.545393 -0.957431 -1.049888 -1.583 1.155 1.528
C 3.523649 -0.968037 -2.151181 -2.340 -0.099 -0.140
C 3.839106 -0.379051 -3.503232 0.974 -0.365 -0.347
C 2.864516 -2.363490 -2.268342 0.227 1.296 1.005
C 3.189402 -3.214154 -3.287340 0.413 0.569 -1.407
C 2.719525 -4.498598 -3.383609 0.941 -0.907 -0.982
C 2.004167 -4.999765 -2.362407 -1.307 1.704 1.634
C 1.549018 -4.121123 -1.325226 0.060 -1.008 -0.504
C 0.577426 -4.643572 -0.320418 0.192 -0.265 1.055
C 1.198441 -5.305513 0.916885 2.145 -2.884 -1.404
C -0.487129 -5.540474 -0.877086 0.000 -1.110 0.257
C 1.942484 -2.784074 -1.276455 0.777 -0.399 0.599
N 1.401102 -1.894118 -0.262644 -1.088 0.654 -1.268
C 1.720088 -1.990376 1.045217 1.602 -0.247 0.169
O 2.685624 -2.567952 1.495985 0.887 -0.726 0.336
C 0.838188 -1.300471 2.041918 0.293 -0.213 -0.169
C 0.951909 -1.349310 3.434582 -0.590 -0.130 -1.065
C -0.136319 -0.935540 4.178187 0.515 0.916 -1.899
C -1.257841 -0.398603 3.535617 0.145 -0.885 -1.024
C -1.274469 -0.344202 2.113599 1.954 0.314 2.234
N -0.175095 -0.729191 1.432862 -1.801 0.360 0.496
C -2.374489 0.198165 1.280788 1.573 -1.204 -0.289
O -3.437332 0.373828 1.800363 -1.990 0.872 0.218
N -1.984573 0.229658 -0.015045 -0.546 1.333 -0.085
C -2.979959 0.498297 -0.998707 -0.223 -0.301 -1.044
C -3.562212 1.736680 -1.316666 0.698 -0.420 -0.207
C -4.268762 1.931893 -2.517293 0.359 0.258 1.320
C -4.518899 0.867087 -3.332159 1.252 -1.265 0.931
C -4.000545 -0.404947 -2.999015 -0.586 0.973 0.382
C -3.251232 -0.593731 -1.845512 -0.444 -0.152 -0.650
C -2.754438 -1.958975 -1.458939 0.917 -0.793 0.981
C -2.697254 -3.018008 -2.546749 -1.083 -2.765 0.616
C -3.545035 -2.504134 -0.248814 -1.602 0.040 0.026
C -3.378984 2.897414 -0.422845 -1.515 2.197 0.507
C -2.654731 4.100055 -1.094280 -0.119 -0.741 1.120
C -4.819768 3.372344 0.114970 0.163 -1.918 1.121
H 4.846230 0.059462 -0.713947 -0.332 -0.355 -0.253
H 5.399794 -1.391092 -1.401557 2.494 -1.464 -0.624
H 4.138218 -1.520233 -0.174491 0.530 0.401 -0.603
H 2.713259 -0.328150 -1.776113 -0.195 -0.106 -0.042
H 4.714047 -0.800367 -3.985474 -0.077 -0.911 -0.275
H 4.210854 0.614398 -3.474583 -0.172 1.455 0.549
H 2.981692 -0.407883 -4.174762 0.067 -0.145 -0.077
H 3.771980 -2.877778 -4.133857 0.305 0.308 0.201
H 2.990149 -5.148160 -4.229656 -0.075 0.482 0.382
H 1.656079 -5.988020 -2.414640 -0.432 -1.184 0.228
H 0.108995 -3.793225 0.106235 -0.791 1.073 0.147
H 1.497974 -6.412525 0.616386 -0.617 1.914 0.550
H 0.472893 -5.420537 1.699540 -0.217 0.205 0.534
H 2.172567 -4.888889 1.245820 -0.946 0.176 -0.022
H -0.092164 -6.504181 -1.178267 0.392 -0.040 -0.682
H -1.097495 -5.108505 -1.635349 -0.117 0.301 -0.819
H -1.167160 -5.900647 -0.129537 -0.506 0.334 0.902
H 1.806253 -1.721435 3.950702 0.608 -0.396 -0.170
H 0.082503 -0.933554 5.202662 -0.752 0.021 1.561
H -2.109191 -0.146367 4.130536 -0.516 0.377 -0.092
H -4.578586 2.967084 -2.666011 -0.292 -0.484 -0.471
H -5.050675 0.945924 -4.217962 -1.002 0.340 -1.540
H -4.247582 -1.226713 -3.643941 0.060 -0.254 -0.151
H -1.763839 -1.834588 -1.028744 0.465 -0.190 -0.096
H -3.646734 -3.126707 -3.005577 -1.217 0.670 -0.856
H -2.742851 -4.097755 -2.171656 0.760 1.527 0.355
H -2.004260 -3.103238 -3.373327 0.529 0.757 -0.062
H -4.586403 -2.524602 -0.617661 0.131 -0.365 0.298
H -3.624037 -1.833058 0.635425 0.493 -0.359 -0.717
H -3.284951 -3.533239 0.080513 0.156 0.726 -0.364
H -2.851304 2.578964 0.462128 0.310 0.010 0.055
H -3.294544 4.567375 -1.830801 0.212 0.009 -0.434
H -1.660631 3.832980 -1.433903 -0.102 -0.127 -0.730
H -2.430119 4.835595 -0.339554 -0.242 0.468 0.435
H -5.538945 3.780057 -0.598893 0.499 0.061 -0.277
H -4.806935 4.015546 1.012887 0.503 0.098 -0.610
H -5.299079 2.435986 0.527027 0.344 0.788 -0.525
N 1.892877 1.297566 -0.225296 1.299 -1.323 -1.548
C 2.079742 2.350516 -1.274899 -0.977 0.267 2.050
C 0.704731 2.759042 -1.764331 0.089 -0.567 -1.349
N -0.185073 1.614280 -2.222374 2.992 0.441 2.034
C 0.128226 1.174811 -3.550924 -0.541 -1.045 -0.731
C -0.563142 -0.184561 -3.796124 -0.384 1.583 1.245
N -0.081472 -1.198056 -2.782460 -1.700 0.808 -0.674
H 2.822257 0.848605 -0.094595 -1.017 0.072 0.028
H 1.622538 1.586755 0.677743 -0.423 1.196 1.247
H 2.542479 3.278399 -0.892112 -0.121 -0.383 0.121
H 2.787029 1.963988 -1.964770 0.217 -0.500 -1.077
H 0.241875 3.297539 -0.960449 -0.493 0.116 0.412
H 0.888267 3.470011 -2.581350 -0.470 -0.034 -0.025
H -1.132576 1.780028 -1.991718 -1.367 0.532 -0.440
H -0.160125 1.904502 -4.304889 -0.194 0.045 -0.220
H 1.199173 1.039325 -3.649967 0.369 0.060 0.180
H -1.676739 0.040183 -3.617069 1.592 -0.924 -0.413
H -0.371891 -0.485681 -4.799683 -0.078 -0.452 -0.794
H -0.717755 -1.975847 -2.933063 0.138 -0.196 0.507
H 0.827506 -1.609582 -2.908191 0.838 0.111 -0.705
C 2.113164 1.782322 6.157001 0.086 0.306 0.479
Ge 2.211010 3.385283 5.032836 -0.672 -0.511 0.749
C 2.806860 4.832849 6.161011 0.570 -1.046 1.289
C 3.318103 3.074449 3.513993 1.277 1.089 -0.329
C 0.450906 4.081627 4.425150 -0.077 -2.480 1.018
Se -0.130114 3.320949 2.720853 -0.637 0.225 0.468
C -2.074707 3.210124 3.124029 0.687 -0.478 0.702
H 1.401854 1.887049 6.972637 -0.143 0.258 0.100
H 3.086151 1.615757 6.637491 -0.107 0.053 -0.250
H 1.829771 0.887198 5.645849 -0.052 -0.591 -0.564
H 3.067919 5.591052 5.462357 0.223 1.172 -0.040
H 3.644269 4.589331 6.854176 -0.231 0.097 -0.878
H 2.008706 5.085221 6.860382 -0.219 0.420 -0.416
H 4.374660 3.189336 3.844795 -0.563 -0.249 -0.419
H 3.113634 3.877428 2.789623 0.169 -0.191 0.079
H 3.178637 2.132445 3.020305 -0.060 -0.578 -0.087
H 0.542905 5.142493 4.455140 -0.562 0.759 -0.058
H -0.197786 3.606790 5.231213 0.356 1.152 -1.024
H -2.232168 2.627166 4.063212 0.196 0.200 -0.930
H -2.523280 2.736532 2.259883 -0.210 -0.126 0.259
H -2.499092 4.186034 3.286724 0.023 0.453 -0.153
```
Positions in Å, forces in eV/Å.

Computed values of E_LUMO (unit: eV) for the preceding records, in sequence: -2.27; -2.72.